(1)
ORCA calculation (ωB97M-V with the def2-TZVPD basis set) on C8H10F6N3O12PtS2 as an isolated structure at a distorted geometry.

Values from the calculation:
Charge ... -3
Frontier orbital gap (spin up / spin down) ... 4.1649 / 4.5931 eV
⟨S²⟩ ... 2.0091
E_LUMO (spin up / spin down) ... 0.2317 / 0.2316 Eh
Spin multiplicity ... 3
HOMO (spin up / spin down) ... 2.140 / 1.708 eV

Last column: Mulliken spin population.
Atoms and positions in Å:
1 Pt 0.018944 0.939249 -0.004314  1.375
2 C 1.206433 -2.960919 -0.934488  -0.003
3 F 1.824461 -4.162404 -0.991758  0.000
4 F 1.682766 -2.173792 -1.878599  -0.003
5 F -0.083040 -3.168176 -1.184227  0.000
6 S 1.389164 -2.122512 0.787898  0.011
7 O 1.512643 -3.183444 1.746074  0.006
8 O 2.620127 -1.409386 0.559071  -0.002
9 N 0.035280 -1.028268 0.867818  0.007
10 S -1.222884 -1.843593 1.507448  0.016
11 O -2.512664 -1.435378 0.998808  -0.002
12 O -1.153196 -3.298979 1.525601  0.005
13 C -1.108186 -1.357051 3.314172  0.000
14 F -1.974226 -2.108256 4.002042  0.000
15 F 0.115097 -1.495767 3.787290  0.000
16 F -1.427808 -0.055888 3.391580  0.000
17 C 1.303838 1.809157 -2.178063  -0.028
18 O 1.209946 2.552288 -3.188066  0.016
19 O 1.605447 2.184477 -0.994717  0.120
20 O 0.656386 0.678281 -2.148785  0.191
21 C -2.051094 2.493076 -0.632322  -0.023
22 O -1.273269 2.789024 0.340840  0.088
23 O -2.066152 3.117845 -1.738843  0.004
24 O -2.087062 1.178862 -0.736833  0.203
25 O -1.738248 -1.919548 -5.091502  0.000
26 C -0.851248 -1.325431 -4.443539  0.000
27 N -1.071165 -1.093160 -3.157056  -0.001
28 C 0.462507 -0.820634 -5.003318  0.000
29 H -0.437992 -0.607237 -2.509623  0.005
30 H -1.941084 -1.324861 -2.706674  -0.001
31 H 0.416700 0.219216 -5.327690  0.000
32 H 0.664278 -1.445880 -5.877135  0.000
33 H 1.290016 -0.853798 -4.297027  0.000
34 O 1.123837 1.589967 2.173097  0.022
35 C 0.723308 2.384915 3.000002  -0.006
36 N -0.329408 3.192740 2.775716  0.002
37 C 1.191560 2.361003 4.459703  0.004
38 H -0.832058 3.602064 3.538592  0.000
39 H -0.716394 3.117315 1.817242  -0.005
40 H 1.344483 3.389337 4.789493  0.000
41 H 2.064742 1.724592 4.589888  0.000
42 H 0.415204 1.870937 5.052187  0.000

Forces on atoms 1 to 2 (eV/Å):
-0.02 0.21 -1.00
-1.06 0.47 0.59

***

(2)
ORCA calculation (ωB97M-V with the def2-TZVPD basis set) on an isolated ion of composition C8H10FN4 and charge +1 at a distorted geometry.

Values from the calculation:
Charge ... +1
Relative energy (zero: lowest compared OMol25 entry of this formula, charge and spin) ... 0.0 kJ/mol
Frontier orbital gap ... 9.5207 eV
SMILES ... [NH3+][C@@]1(c2ncccc2F)CCN=N1
E_LUMO ... -0.1276 Eh
HOMO ... -12.992 eV

Last column: natural (NBO) charge in e.
Atoms and positions in Å:
1 C -1.887188 2.389731 -1.109488  -0.177
2 C -2.273981 1.122122 -1.576804  -0.248
3 C -0.892955 2.451225 -0.110991  0.036
4 C -1.667918 0.069194 -1.044074  0.357
5 C -0.573963 0.194940 -0.193207  0.086
6 C 0.872487 -0.769836 1.613718  -0.467
7 C 2.287664 -0.136981 1.481030  -0.327
8 C 0.422421 -0.891159 0.094231  0.162
9 N -0.173732 1.417785 0.233059  -0.390
10 N 2.600997 -0.320333 0.096821  -0.028
11 N 1.688962 -0.557517 -0.617486  -0.147
12 N 0.262453 -2.328391 -0.379474  -0.716
13 F -1.966702 -1.194126 -1.453632  -0.339
14 H -2.357913 3.295304 -1.593106  0.253
15 H -3.138791 1.235500 -2.259366  0.274
16 H -0.357845 3.388373 -0.006068  0.219
17 H 0.853788 -1.737219 2.193479  0.232
18 H 0.205771 -0.139082 2.210256  0.268
19 H 2.287676 1.010173 1.727226  0.279
20 H 3.115702 -0.555821 2.213497  0.259
21 H 1.278608 -2.561502 -0.622877  0.474
22 H -0.469952 -2.364953 -1.188315  0.487
23 H -0.115590 -3.017426 0.291572  0.453

Forces on atoms 1 to 2 (eV/Å):
-0.28 0.01 0.10
-2.35 4.03 -0.66

***

(3)
ORCA calculation (ωB97M-V with the def2-TZVPD basis set) on a 2-piece molecular cluster, C8H10FNO overall at a distorted geometry.

Values from the calculation:
Relative energy (zero: lowest compared OMol25 entry of this formula, charge and spin) ... 367.1 kJ/mol
Frontier orbital gap ... 8.9751 eV
SMILES ... CC#[N+][O-].FC1=CCCC=C1
E_LUMO ... 0.0185 Eh
HOMO ... -8.471 eV

Last column: natural (NBO) charge in e.
Atoms and positions in Å:
1 C 0.149465 1.729270 -1.220597  -0.138
2 C -1.115998 1.314553 -0.969824  -0.296
3 C 0.632820 -2.711757 -0.427378  0.149
4 C 1.009441 2.205294 -0.120458  -0.447
5 C 0.832978 1.285572 1.095527  -0.434
6 C -0.694614 1.136715 1.364284  -0.244
7 C -1.545642 0.966239 0.342968  0.337
8 C -0.685726 -3.173987 -0.617959  -0.688
9 N 1.486492 -2.702718 0.351028  0.213
10 O 2.477311 -2.405771 0.871151  -0.391
11 F -2.825417 0.625951 0.633464  -0.328
12 H 0.572035 2.094651 -2.201610  0.217
13 H -1.697076 0.885646 -1.789154  0.221
14 H 2.089078 2.063331 -0.508127  0.221
15 H 0.757527 3.347614 0.135730  0.221
16 H 1.136389 0.182629 0.816156  0.223
17 H 1.455301 1.783745 1.860998  0.229
18 H -0.974882 1.136687 2.390661  0.217
19 H -0.811124 -3.528361 -1.675742  0.238
20 H -1.350252 -2.360396 -0.460519  0.242
21 H -0.898106 -3.874907 0.129401  0.239

Forces on atoms 1 to 2 (eV/Å):
-0.77 1.89 -0.87
0.70 -1.86 -2.51

***

(4)
ORCA calculation (ωB97M-V with the def2-TZVPD basis set) on C8H10HfN2Se as an isolated structure at a distorted geometry.

Values from the calculation:
Relative energy (zero: lowest compared OMol25 entry of this formula, charge and spin) ... 0.0 kJ/mol
Frontier orbital gap ... 8.6002 eV
E_LUMO ... 0.0120 Eh
HOMO ... -8.272 eV

Last column: natural (NBO) charge in e.
Atoms and positions in Å:
1 C -0.433869 0.996305 -1.813293  -0.321
2 C 0.974129 1.169895 -1.594026  -0.307
3 C 1.154055 2.002084 -0.435981  -0.376
4 C -0.153324 2.362205 0.054817  -0.353
5 C -1.138701 1.714514 -0.780582  -0.372
6 Hf 0.027340 -0.013109 0.377834  2.061
7 N -1.427832 -1.319596 0.099453  -0.997
8 C -0.373590 -2.342335 -0.283484  -0.277
9 C 1.037255 -1.710957 -0.439457  -0.937
10 H 2.103929 2.375603 -0.055898  0.257
11 H 1.769564 0.796375 -2.236608  0.251
12 H -0.364425 3.070281 0.852927  0.261
13 H -2.209368 1.903780 -0.759587  0.258
14 H -0.894463 0.525088 -2.681856  0.254
15 H 1.401489 -1.793709 -1.462333  0.238
16 H -0.310063 -3.204886 0.415605  0.185
17 H -2.362209 -1.703988 0.263820  0.402
18 H 1.779646 -2.134454 0.244710  0.239
19 H -0.705142 -2.820971 -1.222961  0.193
20 Se -0.012632 -0.011295 5.361997  -0.050
21 C 0.026604 0.034255 3.643399  0.213
22 N 0.111605 0.104923 2.451504  -0.823

Forces on atoms 1 to 2 (eV/Å):
0.44 1.38 0.34
-0.72 0.63 0.11

***

(5)
ORCA calculation (ωB97M-V with the def2-TZVPD basis set) on C8H10N2 in the gas phase at a distorted geometry.

Values from the calculation:
Relative energy (zero: lowest compared OMol25 entry of this formula, charge and spin) ... 420.2 kJ/mol
Frontier orbital gap ... 9.4572 eV
SMILES ... C1=NCCC2=CC[C@H]3[C@@H]1N23
E_LUMO ... 0.0357 Eh
HOMO ... -8.486 eV

Last column: natural (NBO) charge in e.
Atoms and positions in Å:
1 C -0.368079 0.151047 1.488172  -0.187
2 C -0.701708 0.406184 -1.143675  -0.254
3 C 0.428839 -1.117073 1.147548  0.083
4 C 0.096549 1.111886 -0.348065  0.144
5 C -2.044076 0.003626 -0.474190  -0.447
6 C 1.580057 0.836953 -0.430470  -0.471
7 C 1.850213 -0.674731 -0.566562  -0.246
8 C -1.729012 0.623297 0.933256  -0.046
9 N 1.354965 -1.654162 0.331435  -0.365
10 N -0.573377 1.530031 0.883714  -0.370
11 H -0.217650 0.254119 2.583520  0.224
12 H -0.583150 -0.151181 -2.163237  0.225
13 H 0.048047 -1.823442 1.800760  0.179
14 H -2.831995 0.538943 -0.849923  0.210
15 H -2.237281 -1.098955 -0.474357  0.221
16 H 1.999703 1.211083 -1.310475  0.237
17 H 2.229194 1.361592 0.348189  0.229
18 H 1.526185 -1.116446 -1.469895  0.207
19 H 2.965745 -0.549783 -0.670217  0.200
20 H -2.558155 0.918222 1.675211  0.229

Forces on atoms 1 to 2 (eV/Å):
-0.42 0.96 2.52
-2.15 -1.90 -2.27

***

(6)
ORCA calculation (ωB97M-V with the def2-TZVPD basis set) on C8H10N2O2PPdS4 as an isolated structure.

Values from the calculation:
Charge ... -2
Relative energy (zero: lowest compared OMol25 entry of this formula, charge and spin) ... 151.3 kJ/mol
Frontier orbital gap (spin up / spin down) ... 6.1215 / 6.2179 eV
⟨S²⟩ ... 0.8096
E_LUMO (spin up / spin down) ... 0.1745 / 0.1745 Eh
Spin multiplicity ... 2
HOMO (spin up / spin down) ... -1.373 / -1.469 eV

Last column: Mulliken spin population.
Atoms and positions in Å:
1 Pd -0.314078 -0.309042 2.177668  0.473
2 C 1.854509 6.121130 1.520948  0.000
3 C 1.646651 4.620406 1.518800  0.002
4 O 0.438613 4.340578 2.207698  0.002
5 P 0.017943 2.763119 2.569663  -0.006
6 S -0.757522 -1.545498 3.894657  0.032
7 S 0.374633 1.715859 0.854388  0.013
8 O 1.353678 2.366984 3.505210  0.004
9 C 1.098692 2.119481 4.880144  -0.001
10 C 1.161990 3.400226 5.694857  -0.001
11 H 2.770320 6.383518 0.984565  0.000
12 H 1.930502 6.498189 2.542683  0.000
13 H 1.014462 6.621953 1.036113  0.000
14 H 2.480762 4.110254 2.010260  0.000
15 H 1.585332 4.234952 0.497375  0.000
16 H 1.857711 1.408854 5.215175  0.000
17 H 0.129001 1.627141 5.003297  0.000
18 H 2.131980 3.886862 5.569698  0.000
19 H 1.011164 3.185995 6.756996  0.000
20 H 0.389534 4.097786 5.365967  0.000
21 S 1.074155 -1.978133 1.341215  0.184
22 C -0.120546 -2.379560 0.174370  0.012
23 S -1.574452 -1.507249 0.348962  0.323
24 C 0.109439 -3.328229 -0.830425  -0.010
25 C -0.873820 -3.647427 -1.801275  -0.017
26 N -1.646029 -3.929625 -2.613932  0.002
27 C 1.340127 -4.027758 -0.929550  -0.011
28 N 2.329116 -4.618403 -1.027706  0.000

Forces on atoms 1 to 2 (eV/Å):
-0.06 -0.18 -0.04
0.01 0.02 -0.01

***

Copy entry 1 word for word.
ORCA calculation (ωB97M-V with the def2-TZVPD basis set) on C8H10F6N3O12PtS2 as an isolated structure at a distorted geometry.

Values from the calculation:
Charge ... -3
Frontier orbital gap (spin up / spin down) ... 4.1649 / 4.5931 eV
⟨S²⟩ ... 2.0091
E_LUMO (spin up / spin down) ... 0.2317 / 0.2316 Eh
Spin multiplicity ... 3
HOMO (spin up / spin down) ... 2.140 / 1.708 eV

Last column: Mulliken spin population.
Atoms and positions in Å:
1 Pt 0.018944 0.939249 -0.004314  1.375
2 C 1.206433 -2.960919 -0.934488  -0.003
3 F 1.824461 -4.162404 -0.991758  0.000
4 F 1.682766 -2.173792 -1.878599  -0.003
5 F -0.083040 -3.168176 -1.184227  0.000
6 S 1.389164 -2.122512 0.787898  0.011
7 O 1.512643 -3.183444 1.746074  0.006
8 O 2.620127 -1.409386 0.559071  -0.002
9 N 0.035280 -1.028268 0.867818  0.007
10 S -1.222884 -1.843593 1.507448  0.016
11 O -2.512664 -1.435378 0.998808  -0.002
12 O -1.153196 -3.298979 1.525601  0.005
13 C -1.108186 -1.357051 3.314172  0.000
14 F -1.974226 -2.108256 4.002042  0.000
15 F 0.115097 -1.495767 3.787290  0.000
16 F -1.427808 -0.055888 3.391580  0.000
17 C 1.303838 1.809157 -2.178063  -0.028
18 O 1.209946 2.552288 -3.188066  0.016
19 O 1.605447 2.184477 -0.994717  0.120
20 O 0.656386 0.678281 -2.148785  0.191
21 C -2.051094 2.493076 -0.632322  -0.023
22 O -1.273269 2.789024 0.340840  0.088
23 O -2.066152 3.117845 -1.738843  0.004
24 O -2.087062 1.178862 -0.736833  0.203
25 O -1.738248 -1.919548 -5.091502  0.000
26 C -0.851248 -1.325431 -4.443539  0.000
27 N -1.071165 -1.093160 -3.157056  -0.001
28 C 0.462507 -0.820634 -5.003318  0.000
29 H -0.437992 -0.607237 -2.509623  0.005
30 H -1.941084 -1.324861 -2.706674  -0.001
31 H 0.416700 0.219216 -5.327690  0.000
32 H 0.664278 -1.445880 -5.877135  0.000
33 H 1.290016 -0.853798 -4.297027  0.000
34 O 1.123837 1.589967 2.173097  0.022
35 C 0.723308 2.384915 3.000002  -0.006
36 N -0.329408 3.192740 2.775716  0.002
37 C 1.191560 2.361003 4.459703  0.004
38 H -0.832058 3.602064 3.538592  0.000
39 H -0.716394 3.117315 1.817242  -0.005
40 H 1.344483 3.389337 4.789493  0.000
41 H 2.064742 1.724592 4.589888  0.000
42 H 0.415204 1.870937 5.052187  0.000

Forces on atoms 1 to 2 (eV/Å):
-0.02 0.21 -1.00
-1.06 0.47 0.59